A structure of composition C25H48P2Pm, computed with ωB97M-V/def2-TZVPD.

## Properties
**Charge**: +1
**Orbital gap (alpha / beta)**: 7.930 / 8.034 eV
**Calculated total energy**: -61829.24787 eV
**Spin multiplicity**: 5
**<S²>**: 6.01

CARTESIAN COORDINATES (ANGSTROEM)
Pm -0.20559 -0.12331 -0.23176
C 0.97495 -2.48236 -0.43332
C 0.53536 -2.10577 -1.74218
C 2.28689 -0.72338 -1.15813
C 2.08914 -1.65057 -0.09896
C 1.32828 -1.00188 -2.17953
C 0.42959 -3.59376 0.38786
H -0.64996 -3.71413 0.22979
H 0.58551 -3.42155 1.46325
H 0.89727 -4.56057 0.13684
C 2.92473 -1.76308 1.13241
H 2.55308 -2.53493 1.81971
H 2.96278 -0.80941 1.68523
H 3.97491 -2.03098 0.90152
C 3.33741 0.33791 -1.22225
H 4.17375 0.06820 -1.89068
H 3.77267 0.54620 -0.23503
H 2.92429 1.28075 -1.61954
C 1.23311 -0.34410 -3.51117
H 1.83528 -0.87088 -4.27368
H 1.57910 0.69808 -3.48266
H 0.19660 -0.32057 -3.87588
C -0.50540 -2.80426 -2.53417
H -0.13814 -3.75844 -2.95454
H -0.86655 -2.18546 -3.36531
H -1.39628 -3.03412 -1.93337
C -3.47953 -0.01195 -0.44169
C -3.21240 -1.29182 -0.76799
C -4.00899 -2.04329 -1.79036
C -3.82030 -1.68387 -3.29645
C -2.90765 -0.53532 -3.64134
C -3.18900 0.73054 -3.30871
C -4.45936 1.11715 -2.59540
C -4.58618 0.76815 -1.08729
H -5.08836 -1.98238 -1.56685
H -4.81904 -1.50132 -3.73008
H -3.77562 -3.11583 -1.68180
H -5.55759 0.25943 -0.94745
H -3.01746 0.50028 0.41191
H -2.52018 -1.92120 -0.19455
H -4.70397 1.71706 -0.53943
H -4.56558 2.20901 -2.70395
H -2.55704 1.56526 -3.63282
H -5.31941 0.67544 -3.12665
H -3.43362 -2.57588 -3.81554
H -2.06457 -0.78044 -4.29766
P -0.80479 -0.55274 2.66767
C 0.36005 -1.23048 3.93592
H -0.13898 -1.23336 4.91848
H 1.26690 -0.61447 3.99807
H 0.65133 -2.25689 3.67200
C -1.49710 0.84107 3.66250
H -1.61810 0.52077 4.70658
H -2.47397 1.12610 3.25129
H -0.82904 1.70962 3.62251
C -2.17613 -1.74356 2.92200
H -3.08937 -1.35703 2.45322
H -2.34196 -1.88670 3.99838
H -1.91982 -2.70486 2.45958
P -0.10155 2.84071 -0.76034
C 0.02283 3.13414 -2.56969
H -0.44889 4.09625 -2.80124
H -0.50573 2.33222 -3.10130
H 1.07396 3.14606 -2.88695
C -1.71767 3.68011 -0.49083
H -2.42802 3.36352 -1.26629
H -1.56801 4.76690 -0.52598
H -2.11483 3.39452 0.49217
C 1.04714 4.15117 -0.12012
H 0.80233 5.12239 -0.57966
H 2.09005 3.88454 -0.35828
H 0.95036 4.23205 0.97338
C 1.10562 1.11189 1.54725
H 0.56388 1.96516 1.98535
H 1.83975 1.52807 0.82551
H 1.69972 0.64753 2.34582

---

A structure of composition C25H49AlCl4N3NaO14P2S, computed with ωB97M-V/def2-TZVPD.

## Properties
**Charge**: +2
**Orbital gap**: 2.847 eV
**Calculated total energy**: -150348.85646 eV

CARTESIAN COORDINATES (ANGSTROEM)
O -0.26662 -4.09225 -5.48772
P 1.20805 -4.21047 -5.42955
O 1.89676 -4.46056 -6.80467
O 1.80841 -2.67796 -4.88998
P 1.76059 -5.75766 -3.99641
C 2.54027 -4.77507 -2.67827
C 1.68629 -3.96943 -1.86612
C 2.22819 -3.19750 -0.89463
Cl 1.21308 -2.20969 0.06345
C 3.62601 -3.22602 -0.72528
N 4.32307 -2.50140 0.17268
S 5.83046 -2.90767 -0.03397
N 5.77259 -3.94627 -1.24860
C 4.46255 -4.03156 -1.52626
C 3.88163 -4.82731 -2.53570
H 1.74649 -5.36822 -7.12167
H 1.45647 -2.50798 -3.98700
H 0.54890 -6.23105 -3.45719
H 0.62652 -3.95806 -2.05425
H 4.46503 -5.44766 -3.20083
Na -0.22723 -1.76123 -5.38675
C -0.71980 -6.91775 0.41871
Cl -1.67877 -6.45432 1.81282
Cl 0.19322 -5.51521 -0.20613
Cl 0.38129 -8.23095 0.80751
H -1.38991 -7.25261 -0.36191
C -4.93612 3.86675 0.94223
O -3.98824 2.81982 0.90352
C -4.60111 1.53973 0.82253
C -3.63779 0.53474 0.24378
O -3.50635 0.59761 -1.17355
C -2.75741 1.69061 -1.68759
C -1.27174 1.55780 -1.44351
O -0.95764 1.95757 -0.12636
C 0.26637 1.43729 0.32872
H -5.58796 3.77921 1.81781
H -4.38977 4.80631 1.00008
H -5.54369 3.87141 0.02967
H -5.50508 1.58702 0.20481
H -4.87717 1.23274 1.83946
H -4.03623 -0.46159 0.44587
H -2.66484 0.60419 0.73303
H -3.12860 2.64633 -1.31654
H -2.93025 1.66986 -2.76466
H -0.72188 2.21289 -2.13916
H -0.96798 0.51161 -1.61418
H 0.22768 0.34193 0.34742
H 0.42825 1.79379 1.34331
H 1.09847 1.77261 -0.30588
O -0.64911 1.84538 -5.90352
H -0.93101 2.78312 -5.88778
C -3.56774 1.89922 -5.85951
O -4.66180 2.16158 -6.28683
O -3.37197 0.72574 -5.21024
O -2.53948 2.68439 -5.98892
H -4.28340 0.38653 -5.28686
C 6.48521 -0.81342 6.61996
O 5.22331 -1.19989 6.09756
C 4.80419 -0.40892 5.00120
C 5.01990 -1.12494 3.68663
O 6.40105 -1.30238 3.40216
C 6.86212 -2.61532 3.67755
H 6.81288 -1.59311 7.30449
H 7.23218 -0.70104 5.83083
H 6.39608 0.12583 7.17445
H 5.31430 0.55892 5.00135
H 3.73211 -0.22575 5.12872
H 4.60232 -0.51298 2.87921
H 4.49774 -2.08752 3.68596
H 6.48676 -3.31212 2.91759
H 6.54844 -2.96124 4.66406
H 7.94917 -2.61012 3.63853
Al 2.79265 -0.51812 -5.52343
O 8.48615 -4.83653 1.66999
H 8.57515 -5.70115 1.25562
H 7.87003 -4.35745 1.10887
C -2.90472 6.70401 -1.93588
C -4.10581 7.03033 -2.81659
C -5.13686 5.89507 -2.86292
C -4.54324 4.67428 -3.40750
N -4.06909 3.72014 -3.83578
H -2.35214 5.84252 -2.31579
H -2.21478 7.54641 -1.90676
H -3.21447 6.48674 -0.91201
H -3.76136 7.25235 -3.82800
H -4.59394 7.92970 -2.44076
H -5.98371 6.17477 -3.48992
H -5.51474 5.68142 -1.86208
C -3.81164 0.85750 4.82737
C -2.52430 1.66526 4.88964
C -2.74757 3.00873 5.56607
O -2.01775 1.86905 3.56896
H -4.57102 1.38741 4.24468
H -3.63813 -0.10031 4.33399
H -4.21187 0.66802 5.82383
H -1.76507 1.10256 5.43404
H -3.47444 3.60348 5.00560
H -1.81932 3.57929 5.59734
H -3.11416 2.88439 6.58558
H -2.67937 2.36773 3.07231

---

A cluster of 4 separate species, C25H49BrF3NO8S3 in total, computed with ωB97M-V/def2-TZVPD.

## Properties
**Charge**: 0
**Orbital gap**: 9.546 eV
**Calculated total energy**: -155287.32213 eV
**SMILES**: CO[C@@H](CCC(F)(F)F)[C@H](C[C@@H](C)Br)OCCCCN.O=S1(=O)CCCC1.O=S1(=O)CCCC1.O=S1(=O)CCCC1

CARTESIAN COORDINATES (ANGSTROEM)
C 2.99687 -3.94480 2.24599
O 2.54910 -4.07281 0.88823
C 2.36994 -2.78470 0.24077
C 1.74800 -1.65354 1.17092
C 0.32310 -1.99748 1.80454
C -0.68319 -2.72230 0.82712
F -0.73127 -2.06214 -0.39860
F -1.97193 -2.62711 1.41403
F -0.37703 -4.08297 0.66975
C 3.75160 -2.40808 -0.45622
C 3.88520 -0.89582 -0.92232
C 5.36675 -0.42447 -1.30204
C 6.49901 -0.84669 -0.25911
Br 5.85472 -0.87104 -3.20705
O 3.81641 -3.22372 -1.67468
C 5.06252 -3.94490 -1.75970
C 5.10684 -5.30346 -0.92589
C 5.95681 -5.25363 0.42237
C 7.40513 -4.61064 0.28932
N 8.00676 -4.61308 1.68564
H 2.12227 -3.86176 2.97888
H 3.56318 -4.88863 2.56330
H 3.72240 -3.08265 2.42198
H 1.61961 -2.97336 -0.60377
H 2.45768 -1.27656 1.98619
H 1.58045 -0.74154 0.49547
H -0.16138 -0.99307 2.06662
H 0.42183 -2.54017 2.80440
H 4.58619 -2.79029 0.20787
H 3.47386 -0.12754 -0.20212
H 3.26884 -0.78645 -1.88338
H 5.33743 0.71672 -1.28842
H 6.12568 -1.39272 0.65714
H 7.30750 -1.40396 -0.82622
H 7.00156 0.10958 0.12649
H 5.18293 -4.23831 -2.86147
H 5.91178 -3.23543 -1.52241
H 4.02698 -5.55490 -0.64165
H 5.46488 -6.20118 -1.54088
H 6.11965 -6.34080 0.74985
H 5.43788 -4.74472 1.29174
H 8.07906 -5.19809 -0.40607
H 7.40144 -3.51506 -0.03050
H 8.79525 -3.94805 1.60482
H 7.32188 -4.09408 2.26550
O 1.87058 2.07668 -1.07610
S 3.11756 2.78659 -0.90799
O 4.19019 2.27545 -0.08252
C 3.76868 3.17712 -2.52283
C 3.14654 4.52545 -2.86297
C 3.23144 5.35754 -1.58100
C 2.75540 4.47210 -0.42683
H 3.50520 2.39091 -3.22977
H 4.85435 3.25557 -2.43474
H 3.66445 5.00722 -3.69389
H 2.09844 4.39302 -3.14858
H 4.26970 5.65842 -1.41048
H 2.63406 6.26854 -1.65029
H 3.27901 4.70310 0.50075
H 1.67824 4.55559 -0.27627
O -7.44750 0.93843 2.06103
S -6.96123 0.62531 0.73681
O -7.30554 1.42390 -0.41909
C -5.18677 0.45302 0.81079
C -4.96446 -1.01629 1.14600
C -5.95569 -1.79461 0.27793
C -7.31274 -1.09550 0.39124
H -4.77866 1.13126 1.55922
H -4.78683 0.69637 -0.17562
H -3.93433 -1.31924 0.95516
H -5.17966 -1.19598 2.20401
H -5.61875 -1.77814 -0.76308
H -6.02500 -2.84048 0.58278
H -7.88216 -1.16842 -0.53522
H -7.89966 -1.49277 1.22048
O -10.21731 5.86521 -1.97402
S -9.14649 6.02402 -1.01717
O -8.00228 6.86910 -1.27580
C -9.85646 6.47964 0.55612
C -10.15043 5.14827 1.23538
C -8.92880 4.26627 0.96688
C -8.58207 4.40091 -0.51618
H -10.74605 7.08879 0.40002
H -9.10481 7.04633 1.10927
H -10.33205 5.27509 2.30424
H -11.04063 4.69052 0.79277
H -8.08793 4.61455 1.57480
H -9.11593 3.22475 1.23372
H -7.50914 4.32294 -0.68711
H -9.10861 3.65979 -1.11828

---

A structure of composition C25H49CaClF2KN7O3PS, computed with ωB97M-V/def2-TZVPD.

## Properties
**Charge**: +1
**Orbital gap**: 3.373 eV
**Calculated total energy**: -116113.42945 eV
**Energy above the lowest of the compared OMol25 structures with the same formula, charge and spin**: 0.00 kcal/mol

CARTESIAN COORDINATES (ANGSTROEM)
C 2.64679 3.48548 -4.70912
C 1.66164 4.69211 -4.38790
N 1.23917 5.43639 -5.35543
C 1.19285 4.91475 -2.88315
N 0.75556 3.60395 -2.35848
C -0.24936 2.94591 -2.87760
N -0.71869 1.63369 -2.43862
C -0.99213 1.01006 -3.76304
C -1.51258 -0.45468 -3.81209
C -0.73380 -1.42496 -4.83423
C -1.13114 -2.95279 -5.09236
C -2.38270 -3.52584 -4.28058
C -3.12319 -2.54746 -3.26744
C -2.73634 -1.03834 -3.00934
C -1.98284 2.14092 -4.29699
C -2.51849 1.94933 -5.76131
N -1.41668 1.87193 -6.75546
N -1.08089 3.30289 -4.00407
P -1.94119 4.84512 -3.86322
S -2.14384 5.40613 -2.03711
H 2.47413 2.62583 -3.99188
H 3.72696 3.79429 -4.70841
H 2.35016 3.08915 -5.72254
H 1.66374 5.07479 -6.22505
H 0.42630 5.72771 -2.78403
H 2.12297 5.24843 -2.33634
H 1.23254 3.15362 -1.57285
H 0.07538 1.23290 -1.92300
H 0.04542 1.01365 -4.22945
H 0.12625 -1.00122 -5.42359
H -0.53647 -3.51241 -5.86355
H -2.68393 -4.58403 -4.48643
H -4.01456 -2.96562 -2.73620
H -3.29661 -0.35337 -2.31807
H -2.77189 2.12144 -3.47956
H -3.06625 0.95249 -5.76355
H -3.24941 2.75443 -6.02809
H -0.99930 0.94233 -6.70732
H -1.85907 2.02529 -7.66277
H -3.23983 4.63977 -4.43684
H -1.26350 5.77284 -4.72824
C -1.06383 -1.95218 2.18066
C -0.09637 -0.74985 2.07262
C 0.30920 -0.26439 3.47373
C 1.24507 -1.19304 4.23533
C 2.14035 -2.03861 3.33634
C 2.35735 -1.45618 1.91907
N 1.04668 -1.25697 1.29876
O 1.11985 -0.77683 0.05606
C 3.12834 -2.52860 1.12968
C 3.22611 -0.19304 1.98574
C -0.88848 0.40700 1.43811
H -1.38208 -2.27730 1.18220
H -1.96738 -1.69289 2.74786
H -0.60712 -2.81449 2.68107
H 0.78879 0.71577 3.38733
H -0.58163 -0.09093 4.07878
H 1.86408 -0.59520 4.90908
H 0.66569 -1.85613 4.87737
H 3.11538 -2.21667 3.86969
H 1.68552 -3.04353 3.24044
H 2.52429 -3.43435 1.00600
H 4.04280 -2.81148 1.65774
H 3.41955 -2.17728 0.13452
H 4.18232 -0.41919 2.44907
H 2.76993 0.60798 2.56810
H 3.43617 0.20262 0.98549
H -1.74565 0.66925 2.06315
H -1.28509 0.14733 0.45314
H -0.27334 1.30177 1.33601
F 1.58402 -3.68721 5.56817
K -0.39325 -2.84319 -3.06672
F -1.76350 3.50080 -0.52570
C -3.71816 -0.78696 7.30618
C -2.65452 -1.29690 6.37026
O -2.26619 -0.64609 5.40962
N -2.12797 -2.52332 6.62214
C -2.46159 -3.43616 7.69751
H -4.04286 0.19975 6.97968
H -4.58084 -1.45544 7.29611
H -3.31968 -0.70179 8.31842
H -1.41718 -2.80605 5.95985
H -1.55936 -3.62689 8.28071
H -2.80935 -4.37483 7.26128
H -3.23339 -3.03510 8.34854
O 6.63489 -1.99864 2.74691
H 6.90525 -1.68560 1.85908
H 6.73184 -1.28781 3.45058
H 7.09962 -2.82233 2.99812
Ca -0.60898 -4.53358 2.65830
Cl 4.72949 -1.41221 4.62306

---

A structure of composition C25H49Cl3GaN5O3Si, computed with ωB97M-V/def2-TZVPD.

## Properties
**Charge**: 0
**Orbital gap**: 7.961 eV
**Calculated total energy**: -138138.09090 eV
**Energy above the lowest of the compared OMol25 structures with the same formula, charge and spin**: 25.85 kcal/mol

CARTESIAN COORDINATES (ANGSTROEM)
C 4.57646 1.14925 -0.72147
C 3.91997 0.57372 0.49296
H 5.63488 1.35559 -0.53491
H 4.09551 2.09401 -1.00934
H 4.50551 0.46170 -1.56994
C 4.39466 0.76959 1.73395
C 5.61827 1.57465 2.03462
H 3.92688 0.28272 2.58910
H 5.61725 2.54069 1.50604
H 6.55257 1.04979 1.77389
H 5.65583 1.78083 3.11200
Ga 0.05640 0.65538 -1.10940
Cl 0.59673 -1.30871 -2.06514
Cl -1.30433 2.27175 -1.81866
H -5.81007 -0.71494 -1.49268
H -5.25755 -1.68312 -3.47724
C -4.84736 -0.25201 -1.25387
C -4.36033 -1.06102 -3.54701
N -3.87750 -0.77323 -2.20655
H -4.54891 -0.51267 -0.23356
C -2.56198 -0.64949 -1.98332
O -2.08745 -0.24938 -0.88901
H -3.58030 -1.60146 -4.08901
H -1.91846 -0.94173 -2.83361
H -4.94518 0.84378 -1.32890
H -4.60969 -0.14443 -4.10216
H 2.18642 3.16285 0.65876
H 2.42273 2.26058 3.37772
C 1.25594 3.59307 1.05918
C 1.51729 2.88757 3.41230
N 0.76817 2.80255 2.17308
H 0.49535 3.61872 0.27331
C -0.37498 2.06879 2.09757
O -0.95109 1.75998 1.04083
H 0.88570 2.54405 4.23965
H -0.76132 1.74993 3.09388
H 1.47908 4.60638 1.41793
H 1.82775 3.92485 3.58659
O 1.58866 0.76688 0.09405
C 2.61134 -0.17227 0.26251
C 1.55604 -0.56127 2.50146
C 2.24461 -1.09455 1.41724
H 1.29375 0.50170 2.45597
C 1.22916 -1.35812 3.59618
H 2.72901 -0.77132 -0.65141
C 2.64799 -2.43150 1.42143
H 0.66873 -0.90514 4.41646
C 1.64747 -2.69076 3.62129
C 2.37113 -3.21933 2.54347
H 3.19446 -2.80088 0.54797
H 1.40938 -3.30973 4.48907
H 2.73506 -4.24906 2.57031
Si 0.65575 2.59720 -4.14086
Cl 1.77133 1.88079 -2.39564
C -0.20784 4.23705 -3.84254
C -0.23162 1.06385 -4.72731
C 1.87450 3.05801 -5.50064
H -0.23701 4.54765 -2.79094
H -1.23016 4.18059 -4.23543
H 0.33104 5.00155 -4.42433
H 2.35310 4.02498 -5.30094
H 1.27462 3.15875 -6.41972
H 2.64620 2.29822 -5.66788
H -0.17826 0.22573 -4.01854
H 0.26775 0.73484 -5.65315
H -1.28299 1.27701 -4.95505
C -1.02674 -4.14443 -0.06041
N -2.07879 -3.62235 0.79714
C -3.30216 -4.38883 0.83063
C -1.89458 -2.38503 1.36576
N -0.84435 -1.65965 1.16937
N -2.86943 -1.84450 2.16591
C -3.90940 -2.55149 2.86980
C -2.59418 -0.50888 2.63220
H -1.32797 -5.12546 -0.42937
H -0.08584 -4.24383 0.50264
H -0.85327 -3.47005 -0.91375
H -3.50902 -4.77796 1.84057
H -4.15755 -3.80481 0.45600
H -3.16141 -5.24886 0.16281
H -0.17588 -2.09355 0.52290
H -4.31053 -1.85728 3.61803
H -4.73984 -2.81751 2.20081
H -3.53503 -3.44447 3.39334
H -1.71288 -0.49483 3.28764
H -2.37427 0.14447 1.78456
H -3.46292 -0.14221 3.18281